Entry from OMol25: 15 unconnected molecules or ions with the total composition C16H62N12O15 at a distorted geometry (ωB97M-V/def2-TZVPD).

lowest unoccupied orbital energy: -0.416 eV
orbital gap: 7.70 eV
charge: 0

```
105
Properties=species:S:1:pos:R:3:forces:R:3
C 0.6577 0.0773 1.1707 -1.51 -0.64 -1.33
C -0.0473 0.2073 -0.2123 0.02 1.52 -0.01
O 0.6657 -0.6057 -1.1623 -0.30 -0.16 -0.32
H 0.2537 0.8353 1.7777 -0.67 1.07 0.88
H 1.7277 0.2183 1.2527 0.19 -0.28 -0.58
H 0.2667 -0.8567 1.5967 0.68 0.09 0.06
H -0.0833 1.2883 -0.6563 0.04 -2.05 1.39
H -1.1183 -0.1487 -0.1133 1.18 0.31 -0.09
H 0.1357 -0.6337 -1.9773 -0.12 0.12 0.23
C -4.2753 -0.5197 0.5407 2.21 -2.90 7.16
O -3.4803 -1.1057 1.5087 -3.14 2.48 -3.28
N -4.1753 -0.9367 -0.6323 2.11 -2.11 -6.37
N -5.3793 0.1763 0.7907 -0.87 0.50 3.78
H -3.2953 -1.4637 -0.9053 -1.49 0.78 0.06
H -4.8713 -0.7527 -1.3783 0.93 -0.04 1.06
H -5.5203 0.4863 1.7547 0.43 -0.33 -0.54
H -5.7353 0.8313 0.1727 -0.39 1.11 -1.64
C 1.1987 0.1453 -5.2343 -2.88 0.61 8.01
O 0.4727 0.5423 -4.1573 2.55 -2.38 -4.89
N 1.1367 0.7363 -6.3393 -2.40 4.57 -5.88
N 2.0837 -0.8047 -5.1243 1.55 -3.81 0.52
H 0.3727 1.4173 -6.3753 0.55 -0.19 0.09
H 1.5517 0.6263 -7.2783 0.10 -0.66 1.47
H 1.9247 -1.4797 -4.3103 0.56 1.48 -1.70
H 2.3677 -1.1837 -6.0473 -0.03 -0.02 1.34
C -0.8243 4.6253 1.3617 -0.20 0.66 -6.23
O -1.3563 5.1893 0.2367 2.98 -2.82 5.53
N -1.3513 4.8773 2.5367 -1.04 2.24 2.99
N 0.1897 3.7393 1.4847 1.44 -0.28 -2.98
H -2.1633 5.5103 2.3277 1.21 -0.28 1.57
H -0.6633 4.7573 3.3877 -2.42 1.25 -2.16
H 0.7707 3.5223 0.6067 -0.79 0.16 1.04
H 0.5247 3.2653 2.3257 -0.82 0.63 -0.31
C 1.7617 2.4193 -1.7283 1.39 1.50 6.11
O 1.8957 3.0173 -0.5023 -0.42 -2.06 -5.06
N 2.7387 1.6293 -2.1323 2.24 -1.62 -1.31
N 0.7157 2.4493 -2.4783 -4.04 3.72 2.12
H 3.5417 1.5133 -1.5313 -0.15 0.51 0.08
H 2.7077 0.9683 -2.9293 -0.65 1.11 0.79
H -0.1733 2.7803 -2.0133 1.41 -0.01 -0.67
H 0.5507 1.7673 -3.1353 -0.01 -1.74 -2.00
C -2.3653 1.6083 2.9407 -2.06 -0.19 -6.33
O -2.8293 1.7423 1.6317 1.92 -0.11 6.58
N -2.1283 0.4403 3.4957 -1.37 -3.81 -1.25
N -1.9953 2.6103 3.7137 -0.60 4.37 1.66
H -2.4873 -0.3707 2.8947 0.54 1.38 0.72
H -1.1803 0.3153 3.7797 0.37 -0.07 0.61
H -1.9223 3.5093 3.1357 -0.58 -1.42 1.11
H -2.4053 2.8003 4.7017 1.07 -1.22 -2.50
C 1.3607 -3.1227 -3.0033 -7.95 -0.09 0.10
O 0.0487 -2.8327 -3.0293 5.43 -1.73 -0.69
N 2.2067 -2.2747 -2.6073 1.98 5.04 2.49
N 1.8107 -4.2877 -3.3173 0.40 -4.33 -1.87
H 1.7667 -1.5277 -2.0053 0.69 -0.22 -0.26
H 3.1857 -2.4317 -2.5163 0.40 -0.37 0.03
H 1.1947 -4.9467 -3.7603 -0.35 0.11 0.11
H 2.7627 -4.6127 -3.3063 0.11 0.59 0.26
C -1.8783 -3.4137 0.1547 1.93 -0.40 -0.97
O -3.1933 -3.6757 0.0127 -3.23 0.21 0.68
H -1.6103 -2.3917 0.3337 0.14 0.51 0.69
H -1.3503 -3.7107 -0.7223 0.02 0.30 -1.72
H -1.4023 -4.1537 0.7287 0.64 -0.46 2.28
H -3.6723 -3.2527 0.7717 0.63 -0.26 -0.95
C -2.3503 -0.9407 -3.5053 3.66 2.02 2.52
O -2.0053 -1.5547 -2.2973 1.44 -1.18 0.89
H -1.6753 -1.2467 -4.2343 0.90 -0.46 -1.74
H -2.2373 0.1233 -3.3323 -0.14 0.48 -0.53
H -3.2813 -1.1867 -3.6543 -5.18 -1.11 -1.64
H -1.1783 -2.0937 -2.4803 -1.16 0.55 0.61
C -1.6573 -2.9997 3.6717 -0.04 -1.06 -1.34
O -0.6273 -2.0207 3.5997 -2.65 1.28 1.91
H -1.3443 -3.9027 3.0757 -0.34 0.74 0.51
H -2.6053 -2.6717 3.2187 0.40 0.28 0.16
H -1.8343 -3.3337 4.6747 -0.08 0.01 0.74
H 0.0587 -2.4557 3.1897 2.56 -1.06 -1.75
C 4.2747 -0.0207 0.0597 -1.18 0.83 2.26
O 4.9317 1.0643 -0.5053 0.88 0.16 -0.59
H 3.4827 -0.3877 -0.5403 -1.15 -0.23 -0.79
H 3.8227 0.3963 0.9947 0.33 -0.77 -0.65
H 4.8967 -0.8507 0.2757 1.03 -0.74 0.48
H 5.4157 0.6843 -1.2363 0.59 0.37 -0.42
C 3.3667 3.0703 2.1437 -1.48 0.27 -0.55
O 4.2367 3.5043 3.1977 -1.06 -0.24 0.35
H 3.7607 2.5343 1.2517 0.50 0.35 1.13
H 2.8227 3.9183 1.7057 0.40 0.07 -0.02
H 2.5527 2.4863 2.6087 0.34 -0.45 -0.36
H 3.5487 3.6693 3.8887 1.45 0.01 -0.46
C 2.5827 -0.7317 3.8397 0.37 2.97 1.82
O 1.4167 0.1303 4.2007 0.99 -1.70 -0.43
H 2.4197 -1.5137 3.1877 -1.34 -1.94 -1.19
H 3.0047 -1.0987 4.7917 0.14 0.09 -0.57
H 3.3517 -0.1537 3.2547 -0.82 0.14 1.08
H 0.7647 -0.4717 4.6317 0.63 0.47 -0.60
C -3.5843 2.2983 -1.5083 -1.76 -0.93 2.03
O -2.4233 2.5783 -0.7783 0.49 0.73 -2.60
H -3.8903 3.0473 -2.2073 0.48 1.24 -0.20
H -4.4753 2.2773 -0.7373 1.31 -0.38 -1.53
H -3.5703 1.3983 -2.1683 0.17 0.02 0.91
H -2.3363 2.0903 0.0367 -0.58 -0.48 0.88
C 1.9537 -3.3197 0.9777 1.05 0.71 -1.48
O 0.8137 -3.4427 1.7657 -0.11 0.00 -0.16
H 1.8327 -3.2987 -0.1013 -1.19 -0.06 -0.25
H 2.6097 -4.1487 1.0917 0.79 -0.73 0.56
H 2.4927 -2.3987 1.1327 0.23 0.45 0.63
H 1.0427 -4.1797 2.3167 -0.44 -0.62 0.65
```
Forces are in eV/Å.

Results of the Löwdin charge analysis, in e, for atoms 1 through 2:
1. C -0.038
2. C -0.211

Entry from OMol25: a single C4H5NO2 molecule at a distorted geometry (ωB97M-V/def2-TZVPD).

lowest unoccupied orbital energy: -0.335 eV
structure (SMILES): O=CC(=O)N1CC1
orbital gap: 9.71 eV
charge: 0

```
12
Properties=species:S:1:pos:R:3:forces:R:3
O 1.6952 1.6025 0.7652 -0.01 -0.22 -0.03
C 1.9613 0.4889 0.4064 0.62 0.58 -0.01
C 0.9614 -0.5523 0.0170 0.09 -3.01 -0.78
O 1.2984 -1.5873 -0.5325 1.35 0.44 -0.39
N -0.2936 -0.4721 0.4404 -1.40 3.67 0.83
C -1.4737 -0.6955 -0.2954 -0.71 -0.48 -0.52
C -1.1010 0.7216 -0.0159 -0.41 -0.69 0.97
H 2.9915 0.1065 0.2872 0.02 0.14 0.05
H -2.2521 -1.1612 0.2973 -0.11 0.05 -0.16
H -1.3884 -1.0595 -1.3136 0.08 -0.05 0.02
H -0.7855 1.3464 -0.8467 0.42 -0.34 0.15
H -1.6046 1.2565 0.7825 0.05 -0.10 -0.12
```
Forces are in eV/Å.

Results of the Löwdin charge analysis, in e, for atoms 1 through 2:
1. O 0.099
2. C -0.153

Entry from OMol25: a molecular structure, C28H38I2N4O3Ti (ωB97M-V/def2-TZVPD).

lowest unoccupied orbital energy: -0.655 eV
orbital gap: 5.33 eV
charge: 0

```
76
Properties=species:S:1:pos:R:3:forces:R:3
Ti 0.0970 1.1625 -0.7538 -0.05 -0.17 -0.38
N 2.4440 -3.4484 0.6936 0.00 0.01 0.01
C 1.7319 -3.2759 2.0198 0.03 -0.03 0.03
C 0.2419 -3.6224 1.8417 0.00 -0.01 0.02
C -0.6707 -2.4762 2.3090 0.01 0.02 0.03
N -0.6579 -1.3819 1.3414 0.12 0.04 -0.03
C -0.1825 -2.0606 3.6971 -0.02 0.02 -0.03
C 1.2024 -1.3877 3.6598 0.06 -0.05 -0.02
N 1.0218 0.0398 3.5192 -0.04 0.05 -0.01
C 2.0315 -1.8503 2.4543 -0.05 -0.01 0.02
H 2.3611 -4.3975 0.3321 -0.01 0.00 -0.02
H 3.4314 -3.2066 0.7751 0.00 0.01 -0.01
H 2.0147 -2.8143 0.0006 0.00 0.01 -0.02
H 2.2114 -3.9922 2.6892 -0.01 0.00 0.01
H 0.0208 -4.5214 2.4217 -0.01 -0.01 -0.02
H 0.0177 -3.8520 0.7964 0.01 0.01 0.01
H -1.6777 -2.8918 2.4123 0.00 -0.01 -0.01
H -0.4965 -0.4739 1.7748 -0.09 -0.01 0.08
H -1.5171 -1.3273 0.8093 -0.03 0.00 0.03
H -0.1529 -2.9568 4.3259 0.00 0.01 0.01
H -0.8856 -1.3629 4.1541 -0.01 0.00 -0.01
H 1.7458 -1.6675 4.5749 -0.03 0.00 0.01
H 1.7646 0.5335 3.0453 0.01 -0.01 0.00
H 0.7263 0.5095 4.3612 0.04 0.03 0.01
H 3.0976 -1.7619 2.6889 0.01 0.02 -0.02
H 1.8153 -1.1701 1.6256 0.00 -0.04 0.02
I -1.9957 1.9471 4.0518 0.00 0.01 -0.01
C -1.3374 3.2972 2.6058 -0.03 -0.03 0.01
C -1.4582 4.6667 2.8750 0.01 0.00 -0.02
C -1.1408 5.6055 1.9327 -0.01 0.03 0.01
I -1.3167 7.6267 2.4378 0.00 -0.01 0.00
C -0.7396 5.2008 0.6354 -0.13 0.01 -0.12
C -0.4934 6.0765 -0.4461 0.00 0.01 0.01
C -0.1708 5.5757 -1.6741 0.00 0.00 0.00
C -0.0629 4.1868 -1.8392 0.01 0.00 0.00
N -0.2771 3.3472 -0.8567 0.07 0.08 0.01
C -0.6252 3.8171 0.3700 0.07 -0.03 0.20
C -0.8528 2.8098 1.3925 -0.13 0.03 0.01
O -0.6388 1.5693 1.1399 0.14 0.03 0.04
H -1.8108 4.9780 3.8488 0.00 0.00 0.00
H -0.5741 7.1439 -0.2905 0.00 0.00 0.00
H 0.0127 6.2307 -2.5142 0.00 0.00 0.00
H 0.2284 3.7584 -2.7903 0.00 0.00 0.00
C 3.9952 1.9029 0.2588 0.00 -0.01 -0.01
C 2.5728 1.5709 -0.1119 -0.06 -0.10 -0.14
O 2.0415 2.1488 -1.0964 0.03 0.10 0.15
O 1.9172 0.7291 0.5654 0.05 0.00 0.06
H 4.5883 2.0502 -0.6418 0.01 0.00 0.00
H 4.4247 1.1191 0.8797 0.01 0.00 0.00
H 4.0049 2.8381 0.8208 -0.01 0.00 0.00
C 0.9168 -2.4859 -1.7895 0.00 0.05 0.00
C 0.1915 -1.4916 -2.6976 -0.12 0.02 -0.07
C 0.8624 -1.5428 -4.0782 -0.02 0.02 -0.01
C 0.3227 -0.1305 -2.0598 0.08 -0.12 0.14
C -1.2899 -1.8579 -2.8303 0.01 0.01 -0.01
C -1.8875 -2.9164 -2.1537 -0.01 0.02 0.00
C -3.2500 -3.1763 -2.2777 0.00 0.00 0.00
C -4.0407 -2.3839 -3.0898 0.00 0.00 0.00
C -3.4576 -1.3216 -3.7715 -0.01 0.00 0.00
C -2.1066 -1.0634 -3.6364 0.00 -0.01 0.00
H 1.9663 -2.1682 -1.7632 -0.01 -0.04 -0.01
H 0.8519 -3.5202 -2.1480 0.02 0.00 0.01
H 0.4695 -2.3976 -0.7931 0.02 0.01 -0.01
H 1.9115 -1.2524 -3.9870 0.00 0.00 0.00
H 0.3843 -0.8497 -4.7699 0.01 0.00 0.00
H 0.8054 -2.5458 -4.5115 0.00 0.00 0.00
H 0.4844 0.7008 -2.7898 0.02 0.07 0.03
H -1.3011 -3.5593 -1.5087 0.00 0.00 -0.01
H -3.6882 -4.0048 -1.7343 0.00 0.00 0.00
H -5.1005 -2.5811 -3.1854 0.00 0.00 0.00
H -4.0662 -0.6793 -4.3956 0.00 0.00 0.00
H -1.6759 -0.2046 -4.1362 0.00 0.00 0.00
C -2.0375 1.2262 -1.1878 0.03 0.01 0.01
H -2.5810 1.9231 -0.5395 0.00 0.01 0.00
H -2.4818 0.2305 -1.0588 0.00 0.00 0.01
H -2.2298 1.5104 -2.2295 -0.01 -0.01 0.00
```
Forces are in eV/Å.

Results of the Löwdin charge analysis, in e, for atoms 1 through 2:
1. Ti 0.953
2. N 0.211

Number 1: molar mass 662.741 g/mol. Number 2: molar mass 99.089 g/mol. Number 3: molar mass 780.312 g/mol.